# 1
Formula: C7H12N2
Source: the Open Molecules 2025 dataset
Level of theory: ωB97M-V/def2-TZVPD

LUMO level (alpha / beta)   0.332 / -0.798 eV
Net charge   0

Each line ends with the Löwdin charge.
Element x y z (Å)
C -0.50903 -0.19191 -0.52665  -0.430
C -0.45900 1.02376 -1.41946  -0.095
C -1.56097 -0.11063 0.53604  -0.085
C -0.38806 -1.48093 -1.28457  -0.094
C 1.52877 -1.10692 1.50708  -0.249
C 1.47760 0.15929 0.47598  -0.125
N 0.63705 -1.93462 1.46770  0.160
N 1.20791 2.41585 1.59127  0.150
C 1.40453 1.35966 1.01787  -0.217
H 0.31448 2.59925 2.04986  0.074
H 2.41786 -1.06255 2.15513  0.104
H 1.98872 -0.04542 -0.45096  0.107
H -0.44183 1.95795 -0.85998  0.072
H 0.38916 1.00384 -2.10327  0.082
H -2.52552 0.10889 0.05302  0.090
H -1.36853 0.71092 1.22866  0.073
H -1.64696 -1.03373 1.09899  0.063
H -0.58643 -2.34273 -0.65497  0.062
H 0.60039 -1.59552 -1.73313  0.080
H -1.10683 -1.45866 -2.11877  0.088
H -1.37331 1.02420 -2.02984  0.089



# 2
Formula: C2H5N2O2
Source: the Open Molecules 2025 dataset
Level of theory: ωB97M-V/def2-TZVPD

LUMO level (alpha / beta)   -7.742 / -7.734 eV
Net charge   +1

Each line ends with the Löwdin charge.
Element x y z (Å)
C 0.86236 -0.08235 0.86340  -0.447
C -1.87125 0.14284 -1.10256  0.095
N 0.59882 0.13278 -0.70858  0.272
N 2.15253 -0.20230 1.10025  0.260
O -0.07256 -0.16814 1.58756  0.164
O -0.42481 0.20720 -1.38270  0.028
H -2.09347 1.00867 -0.40790  0.145
H -1.92862 -0.71869 -0.35513  0.138
H -2.43154 0.04041 -1.99357  0.101
H 2.75209 0.10190 0.40752  0.106
H 2.45646 -0.46233 1.99172  0.138



Result set for energy relative to the best compared isomer or geometry (same formula, charge and spin): 525.8 385.8 kJ/mol, one per record in the order listed.